Formula: C34H74Cl8F3O14Pt
Source: the Open Molecules 2025 dataset
Level of theory: ωB97M-V/def2-TZVPD

Last column: Löwdin spin population.
CARTESIAN COORDINATES (ANGSTROEM)
Pt (1.21, 0.47, 1.69)  1.44
C (-1.38, -0.29, 0.73)  0.02
O (-0.70, 0.10, -0.46)  0.01
O (-0.54, -0.55, 1.77)  0.28
C (-2.23, 0.98, 1.14)  0.01
F (-2.90, 0.88, 2.26)  0.00
F (-1.46, 2.06, 1.29)  0.00
F (-3.00, 1.29, 0.11)  0.00
C (-0.02, -1.00, -1.15)  0.00
C (0.80, -0.53, -2.31)  0.00
H (1.27, -1.48, -2.68)  0.00
H (0.36, 0.07, -3.08)  0.00
H (1.61, 0.10, -1.94)  0.00
H (-0.67, -1.81, -1.54)  0.00
H (0.69, -1.53, -0.49)  0.00
H (-1.98, -1.14, 0.48)  0.00
C (0.95, 2.36, 5.44)  0.00
Cl (0.10, 2.57, 3.90)  0.00
Cl (2.07, 1.02, 5.50)  0.00
H (1.46, 3.30, 5.69)  0.00
H (0.13, 2.24, 6.17)  0.00
C (-2.78, 1.60, -3.29)  0.00
Cl (-1.71, 2.91, -3.98)  0.00
Cl (-4.25, 2.26, -2.52)  0.00
H (-3.16, 1.05, -4.15)  0.00
H (-2.17, 1.08, -2.53)  0.00
Cl (4.91, 0.00, -1.64)  0.00
C (4.69, 0.36, -3.40)  0.00
C (5.07, -0.92, -4.19)  0.00
Cl (3.72, -2.08, -4.07)  0.00
H (5.34, 1.14, -3.81)  0.00
H (3.61, 0.59, -3.44)  0.00
H (6.03, -1.34, -3.87)  0.00
H (5.06, -0.55, -5.25)  0.00
Cl (-1.61, -1.42, 5.93)  0.00
C (-2.84, -0.45, 5.09)  0.00
C (-3.70, -1.23, 4.16)  0.00
Cl (-4.95, -2.14, 4.99)  0.00
H (-2.35, 0.22, 4.40)  0.00
H (-3.55, 0.06, 5.79)  0.00
H (-3.10, -1.86, 3.47)  0.00
H (-4.25, -0.58, 3.53)  0.00
C (6.23, 4.40, -0.64)  0.00
O (5.29, 4.02, -1.71)  0.00
C (5.50, 4.94, -2.84)  0.00
C (4.30, 5.02, -3.79)  0.00
O (4.18, 3.82, -4.59)  0.00
C (2.90, 3.75, -5.06)  0.00
C (2.76, 2.93, -6.30)  0.00
O (2.88, 1.52, -5.99)  0.00
C (3.04, 0.59, -7.03)  0.00
H (7.22, 4.43, -1.01)  0.00
H (6.14, 3.64, 0.16)  0.00
H (6.01, 5.41, -0.22)  0.00
H (6.41, 4.57, -3.32)  0.00
H (5.63, 5.93, -2.53)  0.00
H (4.35, 5.93, -4.46)  0.00
H (3.35, 5.12, -3.25)  0.00
H (2.58, 4.79, -5.34)  0.00
H (2.23, 3.40, -4.28)  0.00
H (3.61, 3.16, -6.96)  0.00
H (1.86, 3.16, -6.84)  0.00
H (2.16, 0.44, -7.60)  0.00
H (3.25, -0.27, -6.34)  0.00
H (3.99, 0.73, -7.60)  0.00
C (-5.17, 4.64, 1.85)  0.00
O (-5.46, 3.25, 1.66)  0.00
C (-5.80, 2.68, 2.86)  0.00
C (-6.49, 1.31, 2.84)  0.00
O (-5.72, 0.22, 2.40)  0.00
C (-5.69, 0.20, 1.03)  0.00
C (-5.65, -1.23, 0.61)  0.00
O (-4.41, -1.81, 0.99)  0.00
C (-4.39, -3.17, 0.83)  0.00
H (-4.63, 4.83, 2.76)  0.00
H (-6.12, 5.24, 1.96)  0.00
H (-4.66, 5.02, 0.98)  0.00
H (-6.53, 3.23, 3.46)  0.00
H (-4.89, 2.59, 3.53)  0.00
H (-7.46, 1.39, 2.29)  0.00
H (-6.73, 1.18, 3.85)  0.00
H (-4.83, 0.78, 0.67)  0.00
H (-6.57, 0.65, 0.62)  0.00
H (-5.84, -1.46, -0.42)  0.00
H (-6.43, -1.70, 1.21)  0.00
H (-4.88, -3.54, -0.12)  0.00
H (-4.88, -3.70, 1.62)  0.00
H (-3.33, -3.51, 0.72)  0.00
C (0.51, 2.94, -0.69)  0.00
O (1.44, 2.47, 0.30)  0.07
C (2.80, 2.64, -0.17)  0.00
C (3.52, 2.32, 1.15)  0.01
O (3.34, 0.91, 1.47)  0.05
C (3.75, 0.49, 2.81)  0.00
C (3.27, -0.94, 3.05)  0.00
O (1.91, -1.03, 3.26)  0.08
C (1.53, -2.32, 3.81)  0.01
H (0.85, 3.91, -1.02)  0.00
H (-0.51, 3.07, -0.22)  0.00
H (0.43, 2.15, -1.54)  0.00
H (2.96, 3.65, -0.50)  0.00
H (3.09, 1.92, -0.90)  0.00
H (3.11, 2.96, 1.92)  0.00
H (4.60, 2.54, 1.00)  0.00
H (3.38, 1.18, 3.54)  0.00
H (4.90, 0.62, 2.83)  0.00
H (3.67, -1.45, 3.94)  0.00
H (3.66, -1.53, 2.19)  0.00
H (0.44, -2.30, 3.88)  0.00
H (1.96, -2.50, 4.81)  0.00
H (1.89, -3.12, 3.15)  0.00
C (0.04, -5.98, 4.24)  0.00
O (-0.45, -6.18, 2.97)  0.00
C (-1.74, -5.64, 2.69)  0.00
C (-2.17, -6.01, 1.26)  0.00
O (-1.54, -5.22, 0.35)  0.00
C (-1.71, -5.69, -1.01)  0.00
C (-0.53, -5.40, -1.94)  0.00
O (-0.70, -4.18, -2.63)  0.00
C (0.40, -3.90, -3.47)  0.00
H (1.09, -6.15, 4.27)  0.00
H (-0.43, -6.64, 4.99)  0.00
H (-0.07, -4.96, 4.57)  0.00
H (-1.75, -4.56, 2.87)  0.00
H (-2.44, -6.16, 3.39)  0.00
H (-3.22, -5.82, 1.29)  0.00
H (-1.91, -7.05, 1.13)  0.00
H (-2.57, -5.26, -1.48)  0.00
H (-1.84, -6.77, -0.97)  0.00
H (-0.38, -6.27, -2.62)  0.00
H (0.35, -5.43, -1.30)  0.00
H (1.31, -4.00, -2.95)  0.00
H (0.24, -2.93, -3.89)  0.00
H (0.43, -4.68, -4.23)  0.00

Summary:
Calculated total energy: -6493.0571 Ha
<S²>: 2.0065
Charge: +1
Multiplicity: 3